DFT (the ωB97M-V functional and the def2-TZVPD basis) results for one molecule with the formula C3H5FN2S2.

Geometry as ORCA input:
```
! wB97M-V def2-TZVPD RIJCOSX def2/J DEFGRID3
* xyz 0 1
F 1.8835 0.3678 0.8676
C 1.1404 -1.4250 -0.3243
C -0.2988 0.7797 -0.0322
S 0.0724 2.4259 -0.1987
H -2.2468 0.9968 -0.5905
H 0.3753 -2.0150 -0.6460
C 0.8096 -0.1731 0.2036
H 3.1785 -1.0542 -0.0349
H -2.0446 -1.7966 -0.9173
N -1.5732 0.2363 -0.3854
N 2.4721 -1.7437 -0.4930
H 2.4877 -2.7371 -0.3039
S -2.2538 -1.2535 0.3081
*
```

Calculated values
SMILES: N/C=C(\F)C(=S)NS
Energy: -30558.067 eV
Kohn-Sham gap: 7.982 eV
Energy relative to the best compared isomer or geometry (same formula, charge and spin): 180.2 kJ/mol



DFT (the ωB97M-V functional and the def2-TZVPD basis) results for C2HClN2 as an isolated structure.

Geometry as ORCA input:
```
! wB97M-V def2-TZVPD RIJCOSX def2/J DEFGRID3
* xyz 0 1
H 0.4082 2.0101 -0.3614
C 0.2010 -1.3643 0.1884
Cl -1.6172 0.5997 0.8059
N 0.7066 1.2075 -0.8753
N 0.5431 -2.4373 0.0187
C -0.2416 -0.0157 0.2238
*
```

Calculated values
Energy: -17587.191 eV
Kohn-Sham gap (spin up / spin down): 8.210 / 10.046 eV
Energy relative to the best compared isomer or geometry (same formula, charge and spin): 433.9 kJ/mol



DFT (the ωB97M-V functional and the def2-TZVPD basis) results for C18H35N4O3Pb as an isolated structure.

Geometry as ORCA input:
```
! wB97M-V def2-TZVPD RIJCOSX def2/J DEFGRID3
* xyz -1 1
H -26.1413 11.4158 -5.6285
H -18.0401 11.7914 -4.6409
H -18.5100 13.3355 -5.1467
H -16.6409 12.7031 -6.4143
H -21.1076 8.4595 -11.5054
C -21.9005 8.9799 -9.5480
H -24.3128 15.3596 -13.0725
H -24.0462 25.0568 -7.5749
H -23.6603 20.1099 0.7471
O -24.1388 23.3974 -8.7677
H -20.5280 10.4961 -12.2654
C -15.9153 14.5825 -5.3427
C -21.1832 10.6023 -11.4008
H -25.9240 16.0382 -12.9357
C -27.6945 11.5315 -7.9413
H -25.1186 23.8918 -7.0308
H -18.9146 19.6249 -11.2674
H -22.8559 8.5236 -9.8071
H -24.4903 21.2862 2.9491
N -25.2297 14.2555 -6.5201
C -16.3842 13.0864 -5.4267
C -24.7456 21.3773 -0.6173
Pb -22.2123 18.7973 -8.6414
C -24.9393 16.0161 -12.4687
C -20.9368 11.8335 -10.5747
O -19.7747 20.0369 -11.4793
H -25.2028 22.3653 -0.6698
C -17.0137 15.5766 -5.5902
H -23.2210 21.8319 0.9226
C -26.7269 12.3348 -5.6057
O -24.6107 17.3424 -12.4533
C -27.9673 12.0054 -6.4346
C -24.9779 21.3468 1.9761
H -25.7023 20.8552 -0.6320
H -26.8707 10.8430 -7.7532
C -24.0382 21.1323 0.7472
H -21.9908 9.9925 -9.1549
H -26.9891 12.5019 -4.5610
H -25.7954 20.6322 1.8813
H -15.0571 14.6936 -6.0054
H -17.5747 13.1386 -3.5775
H -22.2472 10.6847 -11.6227
C -17.7053 12.8284 -4.6142
H -15.6303 14.7984 -4.3130
C -25.9067 13.4275 -6.1269
H -25.5288 24.7572 -8.6107
C -24.7627 24.3324 -7.9621
H -15.6523 12.4392 -4.9434
H -28.4570 12.9723 -6.5508
H -28.4612 10.9792 -8.4848
H -28.6225 11.2755 -5.9592
H -25.4335 22.3370 1.9712
H -19.9574 9.1893 -10.3267
N -17.9021 16.3485 -5.7071
C -20.9758 9.1986 -10.7152
N -20.8136 12.7942 -9.9721
H -21.4832 8.3269 -8.7815
H -27.2702 12.3070 -8.5790
N -23.1516 20.7746 -2.7058
H -25.2066 15.5796 -11.5064
C -23.8815 21.0503 -1.8303
*
```

Calculated values
Energy: -36570.945 eV
Kohn-Sham gap: 3.046 eV
Energy relative to the best compared isomer or geometry (same formula, charge and spin): 1105.0 kJ/mol



DFT (the ωB97M-V functional and the def2-TZVPD basis) results for C4H12NO2 as an isolated structure.

Geometry as ORCA input:
```
! wB97M-V def2-TZVPD RIJCOSX def2/J DEFGRID3
* xyz 0 2
O -0.2623 -0.5094 3.0595
H -1.5987 0.6569 1.1820
H -1.7433 0.0921 -0.4774
H 0.2503 1.5327 0.9299
H 0.6899 1.1006 -2.5767
H -0.9308 -1.1170 2.7223
C -1.4416 0.9306 0.1432
C 0.7948 0.3026 -0.6480
C 0.7379 -1.1130 0.1426
H -0.6143 -0.1249 -2.2387
H 0.4810 -0.8136 2.2068
C 0.4319 0.1514 -2.1319
H -2.0206 1.8558 0.0496
H 1.2556 -1.7697 -0.5843
O 1.3177 -1.0293 1.3333
N -0.0083 1.3164 -0.0280
H -0.3048 -1.4206 0.2116
H 1.1042 -0.5736 -2.5859
H 1.8614 0.5319 -0.7099
*
```

Calculated values
Energy: -9924.190 eV
Kohn-Sham gap (spin up / spin down): 10.277 / 6.330 eV
Energy relative to the best compared isomer or geometry (same formula, charge and spin): 138.0 kJ/mol



DFT (the ωB97M-V functional and the def2-TZVPD basis) results for C3H6N4O as an isolated structure.

Geometry as ORCA input:
```
! wB97M-V def2-TZVPD RIJCOSX def2/J DEFGRID3
* xyz 0 1
C -0.0053 -1.0309 -0.7709
H 0.8443 2.5689 1.0737
N -0.5306 0.6198 0.5709
C 0.7612 0.7050 0.1694
H -0.5203 -3.0145 -0.8691
H -2.0621 -1.0825 0.1713
N 1.0983 -0.3104 -0.6790
N 1.5625 1.7437 0.7506
H 2.4357 1.8339 0.0699
H -2.1151 1.5038 1.6254
C -1.0660 -0.4400 -0.3192
O -1.4019 1.8715 0.6878
N 0.0089 -2.3374 -1.3684
H 0.9904 -2.6309 -1.1124
*
```

Calculated values
Energy: -11211.236 eV
Kohn-Sham gap: 8.116 eV
Energy relative to the best compared isomer or geometry (same formula, charge and spin): 534.5 kJ/mol



DFT (the ωB97M-V functional and the def2-TZVPD basis) results for an isolated ion of composition CH6N and charge +2.

Geometry as ORCA input:
```
! wB97M-V def2-TZVPD RIJCOSX def2/J DEFGRID3
* xyz 2 2
C -0.2127 0.3806 -0.6320
H 0.9034 -1.1560 0.3953
N 0.2440 -0.3624 0.5704
H 0.7886 0.2510 1.2102
H -1.3539 0.7709 -0.5548
H -0.5973 -0.6825 1.1062
H -0.2702 -0.3123 -1.5525
H 0.3575 1.3269 -0.6903
*
```

Calculated values
Energy: -2597.737 eV
Kohn-Sham gap (spin up / spin down): 18.500 / 8.421 eV
Energy relative to the best compared isomer or geometry (same formula, charge and spin): 0.0 kJ/mol



DFT (the ωB97M-V functional and the def2-TZVPD basis) results for one molecule with the formula C17H22N2O2S.

Geometry as ORCA input:
```
! wB97M-V def2-TZVPD RIJCOSX def2/J DEFGRID3
* xyz 0 1
H -1.3564 1.7928 2.2521
C 1.8736 -1.7885 -2.7229
H 3.4901 1.9073 -3.5288
C -3.2728 -0.3987 -1.0078
H 3.9818 0.6110 -1.5805
H -2.4045 -1.5727 0.6258
C 0.4304 -1.3543 0.7040
C 4.0812 1.5457 -4.3667
C -2.6688 -0.5989 0.2549
H -1.9305 2.4182 4.3184
H 0.6427 0.6185 1.2027
H 2.6123 0.3428 0.3900
O 3.6265 -0.8134 -3.9053
H -4.5060 -0.1130 4.0649
O -0.1208 -2.4159 0.9311
H 0.2944 -2.6555 -1.5710
H 1.7000 -2.3846 -3.6048
H 5.2063 -0.2013 -4.9468
H -3.5298 -1.2008 -1.6762
C 4.6413 0.1552 -4.0811
H -0.2141 0.0190 3.5082
H -1.7789 0.8361 5.1227
N -2.8685 0.8755 3.2841
C -3.4900 0.9106 -1.2830
H -3.8820 -0.7871 2.5555
H -3.3288 1.6968 5.1223
N 0.2662 -0.2667 1.5014
C 1.3245 -1.1523 -0.4661
C 2.3754 -0.2442 -0.4864
H 3.4429 1.5111 -5.2459
C 3.1682 -0.0969 -1.6107
C -1.8224 0.7971 2.2729
S -2.9585 1.9305 -0.0057
C 2.9194 -0.8605 -2.7484
C -2.4427 1.4799 4.5259
H 5.3149 0.1739 -3.2156
C -2.4301 0.5627 0.9217
H 4.8974 2.2393 -4.5494
C -3.5982 -0.3531 3.5111
C 1.0972 -1.9349 -1.5980
C -0.7064 -0.2375 2.5636
H -3.9302 1.3478 -2.1570
H -3.0286 -1.0958 4.0879
H -1.1181 -1.2453 2.6369
*
```

Calculated values
SMILES: CCOc1ccc(C(=O)NC[C@@H](c2cccs2)N(C)C)cc1
Energy: -35896.339 eV
Kohn-Sham gap: 8.919 eV
Energy relative to the best compared isomer or geometry (same formula, charge and spin): 240.6 kJ/mol



Copy entry 3 word for word.
DFT (the ωB97M-V functional and the def2-TZVPD basis) results for C18H35N4O3Pb as an isolated structure.

Geometry as ORCA input:
```
! wB97M-V def2-TZVPD RIJCOSX def2/J DEFGRID3
* xyz -1 1
H -26.1413 11.4158 -5.6285
H -18.0401 11.7914 -4.6409
H -18.5100 13.3355 -5.1467
H -16.6409 12.7031 -6.4143
H -21.1076 8.4595 -11.5054
C -21.9005 8.9799 -9.5480
H -24.3128 15.3596 -13.0725
H -24.0462 25.0568 -7.5749
H -23.6603 20.1099 0.7471
O -24.1388 23.3974 -8.7677
H -20.5280 10.4961 -12.2654
C -15.9153 14.5825 -5.3427
C -21.1832 10.6023 -11.4008
H -25.9240 16.0382 -12.9357
C -27.6945 11.5315 -7.9413
H -25.1186 23.8918 -7.0308
H -18.9146 19.6249 -11.2674
H -22.8559 8.5236 -9.8071
H -24.4903 21.2862 2.9491
N -25.2297 14.2555 -6.5201
C -16.3842 13.0864 -5.4267
C -24.7456 21.3773 -0.6173
Pb -22.2123 18.7973 -8.6414
C -24.9393 16.0161 -12.4687
C -20.9368 11.8335 -10.5747
O -19.7747 20.0369 -11.4793
H -25.2028 22.3653 -0.6698
C -17.0137 15.5766 -5.5902
H -23.2210 21.8319 0.9226
C -26.7269 12.3348 -5.6057
O -24.6107 17.3424 -12.4533
C -27.9673 12.0054 -6.4346
C -24.9779 21.3468 1.9761
H -25.7023 20.8552 -0.6320
H -26.8707 10.8430 -7.7532
C -24.0382 21.1323 0.7472
H -21.9908 9.9925 -9.1549
H -26.9891 12.5019 -4.5610
H -25.7954 20.6322 1.8813
H -15.0571 14.6936 -6.0054
H -17.5747 13.1386 -3.5775
H -22.2472 10.6847 -11.6227
C -17.7053 12.8284 -4.6142
H -15.6303 14.7984 -4.3130
C -25.9067 13.4275 -6.1269
H -25.5288 24.7572 -8.6107
C -24.7627 24.3324 -7.9621
H -15.6523 12.4392 -4.9434
H -28.4570 12.9723 -6.5508
H -28.4612 10.9792 -8.4848
H -28.6225 11.2755 -5.9592
H -25.4335 22.3370 1.9712
H -19.9574 9.1893 -10.3267
N -17.9021 16.3485 -5.7071
C -20.9758 9.1986 -10.7152
N -20.8136 12.7942 -9.9721
H -21.4832 8.3269 -8.7815
H -27.2702 12.3070 -8.5790
N -23.1516 20.7746 -2.7058
H -25.2066 15.5796 -11.5064
C -23.8815 21.0503 -1.8303
*
```

Calculated values
Energy: -36570.945 eV
Kohn-Sham gap: 3.046 eV
Energy relative to the best compared isomer or geometry (same formula, charge and spin): 1105.0 kJ/mol



Question: Which of these has the highest energy?
Answer: CH6N